Record 1
80
Properties=species:S:1:pos:R:3:forces:R:3 method="wB97M-V/def2-TZVPD" spin_multiplicity=2 orbital_gap_ev="4.088 / 4.262" energy_ha=-2617.91383 s2=0.996 total_charge=+3 e_lumo_ev="-11.700 / -11.527" de_lowest_kcal_mol=56.4
Re -1.794735 0.099905 -0.704475 2.876 0.643 1.899
C -1.236835 0.501305 1.340225 -0.278 -0.316 -1.159
Si -0.523435 2.273505 1.686325 0.482 1.012 0.597
C -1.408335 3.099405 0.176425 0.234 0.010 1.303
N -1.371135 2.247405 -1.027975 -0.292 -1.285 -0.185
C -2.485735 2.597605 -1.932475 -0.697 0.483 -0.544
C -2.398135 4.026205 -2.482575 0.087 -0.156 -0.213
C -1.104035 4.168405 -3.271575 0.046 0.170 0.221
C 0.085565 3.806105 -2.390875 -0.210 -0.153 -0.003
C -0.097835 2.418305 -1.762175 0.976 0.215 -0.474
C 1.370865 2.412905 1.594725 -1.076 -0.535 -0.129
C 2.150765 1.262005 1.470625 -0.042 0.414 -0.257
C 3.530265 1.354105 1.418925 0.073 -0.141 0.097
C 4.144765 2.592805 1.519325 0.100 -0.054 0.004
C 3.382265 3.744505 1.633225 -0.072 0.015 0.166
C 2.001565 3.655305 1.692325 -0.133 -0.089 -0.169
C -1.113435 2.841505 3.413125 0.042 -0.329 -1.524
C -0.250635 2.785005 4.505425 0.071 -0.185 0.111
C -0.719835 3.044605 5.784625 0.153 0.087 -0.173
C -2.046435 3.391205 5.974025 -0.006 0.053 0.193
C -2.908335 3.469005 4.893325 -0.185 0.120 -0.294
C -2.443335 3.211205 3.612625 -0.088 -0.210 0.398
H -2.211535 0.464005 1.854325 -0.306 0.105 -0.136
H -0.599835 -0.194795 1.886725 -0.094 -0.464 -0.281
H -0.972435 4.070505 -0.046775 -0.057 0.014 -0.069
H -2.450135 3.268405 0.443325 -0.143 0.045 0.022
H -3.429635 2.464705 -1.394275 -0.002 -0.135 0.019
H -2.444935 1.921605 -2.793275 -0.057 -0.061 0.025
H -2.460835 4.763805 -1.681975 -0.051 -0.036 0.025
H -3.254735 4.179205 -3.138475 -0.092 0.005 0.085
H -0.998735 5.188605 -3.637875 0.000 -0.032 -0.071
H -1.134535 3.506405 -4.139475 0.003 0.008 -0.103
H 0.236965 4.562505 -1.620775 0.106 0.031 -0.014
H 0.991265 3.767305 -2.995075 0.114 -0.003 0.128
H 0.727165 2.201705 -1.079375 -0.066 -0.057 0.038
H -0.088835 1.684805 -2.572875 -0.027 0.039 0.026
H 1.665565 0.302805 1.389925 -0.005 -0.343 0.022
H 4.123565 0.458105 1.320525 0.128 -0.061 0.033
H 5.222565 2.658705 1.537025 0.068 0.009 -0.117
H 3.858265 4.710105 1.709525 0.071 0.060 0.020
H 1.422065 4.557705 1.818425 -0.106 0.154 0.023
H 0.788365 2.531405 4.369625 0.193 -0.079 -0.052
H -0.042135 2.987605 6.622625 0.033 0.029 0.077
H -2.405335 3.622805 6.967425 -0.037 -0.072 0.024
H -3.945135 3.734005 5.040025 -0.037 0.083 0.047
H -3.131835 3.285605 2.785625 -0.170 0.000 -0.184
C 4.336665 -6.237095 -3.171075 0.136 0.160 0.083
C 2.844365 -6.001195 -3.304775 -0.164 -0.037 -0.040
C 2.441465 -4.574995 -2.927475 -0.150 -0.212 -0.106
C 0.934465 -4.348495 -3.110375 0.587 -0.574 -0.007
N 0.543765 -2.981895 -2.782475 -0.336 0.660 0.021
C 0.435565 -2.468995 -1.571075 0.098 -0.572 -0.176
S 0.310765 -0.698795 -1.509275 -1.964 1.257 0.462
N 0.553665 -3.197995 -0.487175 -0.146 -0.279 -0.501
C 0.594065 -2.749195 0.887825 0.173 0.052 0.861
C -0.228935 -3.669895 1.791125 -0.162 0.277 0.013
C -1.702235 -3.277595 1.906225 0.259 0.027 -0.213
C -2.400935 -3.010595 0.582025 -0.350 -0.332 0.500
H 4.580665 -7.255895 -3.458675 0.093 -0.025 -0.005
H 4.677365 -6.078895 -2.147275 -0.014 -0.070 0.056
H 4.902365 -5.552595 -3.803975 0.008 -0.053 -0.082
H 2.307165 -6.721695 -2.679875 -0.059 0.054 -0.003
H 2.546265 -6.202695 -4.337075 -0.080 0.036 0.004
H 2.986665 -3.868795 -3.556175 0.006 0.083 0.013
H 2.728465 -4.380995 -1.892375 0.078 0.072 0.105
H 0.358065 -5.053895 -2.506275 -0.094 0.024 -0.033
H 0.668465 -4.520495 -4.153275 -0.124 0.042 0.091
H 0.464765 -2.341195 -3.561975 -0.002 0.024 0.137
H 0.704565 -4.196495 -0.596775 0.040 0.092 -0.212
H 0.221765 -1.725095 0.922725 0.186 -0.137 0.049
H 1.638965 -2.758595 1.213025 -0.076 0.122 -0.055
H 0.196565 -3.648695 2.792425 0.136 -0.060 0.000
H -0.132635 -4.696695 1.436725 0.028 -0.127 0.001
H -1.785435 -2.385295 2.526425 -0.048 0.006 0.170
H -2.223435 -4.082795 2.423225 -0.123 0.071 0.040
H -1.995535 -2.094395 0.105225 0.198 0.326 -0.294
H -3.460835 -2.848295 0.760225 -0.107 0.116 -0.134
H -2.296035 -3.838595 -0.115675 0.055 0.070 -0.233
I -3.668835 -0.925995 -2.516075 0.185 -0.297 -0.332
I -6.311035 -1.305095 -2.946075 0.206 0.196 0.371

=====

Record 2
8
Properties=species:S:1:pos:R:3:forces:R:3 method="wB97M-V/def2-TZVPD" spin_multiplicity=1 orbital_gap_ev=9.897 energy_ha=-1098.27467 e_lumo_ev=-0.146 de_lowest_kcal_mol=135.6 smiles="O=[S@@H](=S)OOO"
O 1.513027 -1.692704 -0.939115 1.769 -3.135 -0.836
O -1.732695 0.884715 0.874327 -1.261 -0.167 -0.689
O -0.432936 0.640920 0.959987 1.946 -0.994 0.478
O -0.051077 -0.800779 0.508116 -1.036 2.147 -0.199
S 0.210330 0.526099 -2.236565 0.012 -0.376 0.755
S 0.922061 -0.448193 -0.775806 -2.861 1.078 -0.860
H -2.098043 0.564466 1.710435 -0.080 -0.134 0.231
H 1.669334 0.325476 -0.101381 1.511 1.581 1.120

=====

Record 3
9
Properties=species:S:1:pos:R:3:forces:R:3 method="wB97M-V/def2-TZVPD" spin_multiplicity=1 orbital_gap_ev=8.152 energy_ha=-1381.42338 e_lumo_ev=-0.178 de_lowest_kcal_mol=37.8
C -1.551187 0.386981 -0.537042 -0.609 4.294 1.177
C -0.092576 1.903806 -0.083605 -3.182 5.274 1.770
N -0.317463 0.781957 -0.639633 0.385 -2.072 -0.059
N -1.312598 2.719447 0.457970 4.264 -3.195 -2.251
S -2.504252 1.703438 0.103498 -0.107 -1.539 -0.045
S 2.378001 0.719188 -0.150241 -0.518 -0.330 -0.120
S 1.480357 2.617897 -0.144786 0.227 -0.005 0.386
H -1.785860 -0.566485 -0.751973 -1.517 -2.926 -0.921
H 3.587276 1.202577 -0.207813 1.057 0.497 0.063

=====

Record 4
52
Properties=species:S:1:pos:R:3:forces:R:3 method="wB97M-V/def2-TZVPD" spin_multiplicity=1 orbital_gap_ev=9.013 energy_ha=-872.06039 e_lumo_ev=0.765 de_lowest_kcal_mol=318.6
C 1.879315 3.721823 2.399201 5.018 0.934 -4.041
H 2.052263 4.756314 1.968482 0.032 -1.265 0.796
O 2.439460 2.825930 1.238339 0.210 9.273 0.479
C 2.366951 1.606711 1.409411 3.902 -2.171 -5.823
C 1.811521 1.105788 2.377795 -6.224 -7.794 12.613
C 1.676261 -0.378876 2.569918 0.663 3.516 -1.090
C 2.155215 -1.102206 1.643823 5.507 -5.528 -8.772
C 2.957086 -0.548044 0.344991 -1.962 1.281 4.424
C 3.059708 0.824363 0.384560 -1.593 -2.581 0.147
H 3.422560 1.395966 -0.402546 1.064 0.938 -1.305
H 3.379732 -1.296905 -0.332636 -0.105 0.802 0.055
C 2.157961 -2.773340 1.394263 -7.749 4.696 5.438
H 2.752011 -2.981121 0.656048 4.171 -1.712 -3.276
H 2.099107 -3.216428 2.429596 1.019 -0.210 -1.482
C 0.664723 -3.003275 0.816853 -1.348 1.777 7.852
H -0.162630 -2.460242 1.663302 2.464 -0.792 -2.233
H 0.300659 -3.953211 1.079394 0.039 -1.977 -0.300
C 0.353227 -2.635320 -0.490092 0.516 1.048 -5.958
N -0.974805 -2.334459 -1.040192 -2.292 1.862 3.893
H -1.696973 -2.757503 -0.265893 1.786 1.531 -2.465
C -1.104747 -0.766552 -1.002250 -6.240 -3.089 3.968
C -1.279537 -0.269969 0.642007 -2.955 1.138 -2.755
H -0.327200 -0.398942 0.969745 2.598 -0.244 1.569
C -1.746181 1.238332 0.693847 4.096 -1.030 -4.225
H -2.589612 1.258923 0.134521 -3.694 -0.088 -0.146
C -0.972821 2.162539 -0.510629 5.510 -0.772 5.643
H -0.442857 3.164958 0.095008 -0.431 -3.202 -1.274
H -0.121028 1.448263 -0.988551 -1.917 2.322 1.034
C -1.801514 2.902044 -1.376343 0.945 -6.114 -8.562
H -1.204425 3.304748 -2.244588 -0.230 0.187 1.122
C -2.806001 1.891015 -2.243344 -2.712 5.356 4.996
C -2.263748 0.708771 -2.856208 -8.444 -2.534 4.483
H -1.369409 0.730360 -3.151924 7.171 0.402 -2.484
H -2.983623 0.568963 -3.640716 0.192 -0.836 -0.852
C -2.423901 -0.476303 -1.810119 1.735 -3.474 -3.237
H -3.346295 -0.682758 -1.209759 0.675 1.178 -0.539
H -2.459152 -1.428598 -2.604451 0.156 1.996 2.155
H -3.827607 1.746591 -1.296540 2.844 -0.155 -3.321
H -3.252286 2.551041 -2.986631 -0.250 0.090 0.086
H -2.258347 3.591160 -0.912375 -3.862 5.138 3.068
H -1.710326 1.679380 1.625510 -0.212 0.953 1.814
H -2.041028 -0.839018 1.300563 1.233 0.285 -1.496
H -0.276035 -0.314136 -1.390674 2.155 0.726 -1.116
C 0.709785 -3.753021 -1.401054 -2.996 -1.821 -3.385
H 0.141440 -4.735817 -1.257274 -0.421 1.547 0.248
H 1.591597 -4.211232 -1.351689 4.604 -0.980 0.530
H 0.535126 -3.531145 -2.518932 0.273 -0.008 1.777
H 0.917491 -1.750152 -0.887958 0.237 -0.723 0.907
H 1.235769 -1.047409 3.210715 -1.676 -0.086 2.904
H 1.427521 1.405100 3.457312 0.759 1.162 -2.901
H 0.904363 3.546454 2.386138 -4.217 -0.927 0.629
H 2.451239 3.510447 3.282022 -0.044 -0.028 0.408

=====

Record 5
11
Properties=species:S:1:pos:R:3:forces:R:3 method="wB97M-V/def2-TZVPD" spin_multiplicity=1 orbital_gap_ev=10.642 energy_ha=-322.53370 e_lumo_ev=0.770 de_lowest_kcal_mol=25.5 smiles="N=C1OCCO1"
N 2.147241 1.212887 0.392928 -0.221 -0.240 -0.064
C 1.058211 0.597279 0.279290 0.217 0.179 0.054
O -0.116669 1.174221 0.610762 0.127 0.049 0.045
C -1.196246 0.309061 0.298778 -0.231 -0.118 -0.037
C -0.514774 -1.026780 -0.027250 -0.224 -0.071 0.018
O 0.859772 -0.675531 -0.165492 0.105 0.145 0.011
H 2.931049 0.625211 0.128318 -0.074 -0.036 -0.018
H -1.753823 0.719763 -0.549241 0.100 -0.067 0.088
H -1.854335 0.255091 1.169037 0.059 -0.037 -0.141
H -0.624125 -1.762947 0.775923 0.068 0.127 -0.090
H -0.864169 -1.465649 -0.965007 0.073 0.068 0.133

=====

Record 6
20
Properties=species:S:1:pos:R:3:forces:R:3 method="wB97M-V/def2-TZVPD" spin_multiplicity=1 orbital_gap_ev=8.016 energy_ha=-328.23616 e_lumo_ev=0.819 de_lowest_kcal_mol=51.9 smiles="C/C=C(/C)NC.O"
C -0.249848 -2.790327 -1.140900 1.476 1.691 1.378
N 0.055085 -1.939269 0.038344 -0.074 0.820 -0.407
C 0.157694 -0.529477 -0.052086 -0.582 -1.472 0.973
C 0.019622 0.181286 1.086785 0.107 1.072 0.378
C -0.796683 -0.141466 2.313596 -0.451 -1.122 -0.008
C 0.489044 -0.002451 -1.402157 1.726 0.062 0.267
H -1.195917 -2.402685 -1.512386 -0.316 -1.261 -0.559
H 0.569791 -2.577265 -1.830881 -0.383 0.081 -0.404
H -0.020557 -3.818171 -0.861342 -1.170 -0.125 -0.064
H -0.237114 -2.203382 0.963488 -0.164 -0.540 -0.162
H 0.601412 1.089074 1.275479 -0.568 0.230 -1.024
H -1.017075 0.760797 2.889158 0.478 -0.136 0.072
H -1.801614 -0.521978 2.081630 0.130 0.003 -0.425
H -0.399569 -0.936602 2.959785 0.272 0.351 0.262
H 1.567899 -0.215707 -1.528095 -0.338 -0.001 -0.595
H 0.386100 1.069716 -1.432959 -0.198 0.313 0.033
H -0.078838 -0.447910 -2.222396 0.051 0.030 0.282
H 1.102233 4.645701 -0.127890 -0.037 0.178 0.238
H 0.550899 3.828123 -1.236358 -0.092 -0.395 -0.503
O 0.264868 4.402492 -0.532482 0.132 0.222 0.267